{"formula": "C28H27N5O5S", "method": "the ωB97M-V functional and the def2-TZVPD basis", "homo_energy_ev": -8.0, "lumo_ev": 0.102, "mol_weight_g_mol": 545.6, "energy_ev": -57999.7239, "elements": ["C", "C", "H", "O", "C", "C", "C", "C", "C", "C", "N", "C", "O", "C", "C", "N", "H", "H", "C", "N", "S", "C", "O", "N", "H", "H", "C", "C", "C", "C", "C", "C", "C", "H", "H", "O", "H", "H", "H", "H", "C", "O", "N", "H", "C", "C", "C", "C", "C", "C", "C", "H", "H", "H", "H", "H", "H", "H", "H", "H", "H", "H", "H", "H", "H", "H"], "coordinates": [[-0.018, -2.216, -2.873], [0.898, -2.299, -1.658], [1.927, -2.067, -1.950], [0.589, -1.325, -0.678], [-0.544, -1.455, 0.070], [-1.320, -2.602, 0.167], [-2.418, -2.630, 1.009], [-2.757, -1.528, 1.770], [-2.005, -0.372, 1.666], [-0.917, -0.319, 0.809], [-0.171, 0.881, 0.680], [-0.448, 1.842, -0.247], [0.107, 2.936, -0.200], [-1.402, 1.559, -1.307], [-1.664, 2.463, -2.344], [-1.058, 3.636, -2.541], [-0.418, 3.953, -1.826], [-1.392, 4.212, -3.300], [-2.678, 1.930, -3.203], [-3.144, 0.748, -2.856], [-2.436, 0.181, -1.515], [-3.198, 2.646, -4.383], [-2.792, 3.747, -4.718], [-4.159, 1.975, -5.050], [-4.461, 1.079, -4.709], [-4.590, 2.391, -5.858], [0.726, 1.266, 1.765], [2.072, 1.735, 1.267], [2.803, 2.636, 2.033], [4.056, 3.052, 1.635], [4.602, 2.576, 0.447], [3.877, 1.676, -0.324], [2.626, 1.255, 0.088], [2.069, 0.570, -0.534], [4.292, 1.309, -1.254], [5.838, 3.013, 0.082], [6.079, 2.635, -0.772], [4.625, 3.753, 2.223], [2.382, 3.015, 2.952], [0.263, 2.076, 2.346], [0.949, 0.088, 2.728], [0.559, 0.105, 3.875], [1.672, -0.912, 2.193], [1.891, -0.888, 1.209], [2.043, -2.093, 2.946], [1.225, -3.292, 2.543], [1.650, -4.127, 1.518], [0.891, -5.222, 1.146], [-0.301, -5.492, 1.795], [-0.736, -4.658, 2.811], [0.020, -3.560, 3.179], [-0.319, -2.903, 3.966], [-1.664, -4.866, 3.321], [-0.888, -6.353, 1.511], [1.235, -5.872, 0.353], [2.588, -3.924, 1.019], [3.109, -2.287, 2.787], [1.869, -1.853, 3.997], [-2.258, 0.505, 2.241], [-3.605, -1.562, 2.435], [-3.007, -3.532, 1.068], [-1.071, -3.486, -0.395], [0.883, -3.303, -1.218], [0.295, -2.941, -3.618], [0.031, -1.220, -3.307], [-1.050, -2.415, -2.594]]}

{"formula": "C28H27N6OPdS3", "method": "the ωB97M-V functional and the def2-TZVPD basis", "homo_energy_ev": -9.9, "lumo_ev": -3.673, "mol_weight_g_mol": 666.2, "relative_energy_kcal_mol": 0.0, "charge": 1, "energy_ev": -76441.2437, "elements": ["Pd", "S", "C", "N", "N", "C", "C", "C", "C", "C", "C", "N", "N", "C", "C", "C", "C", "C", "C", "H", "H", "H", "H", "H", "H", "H", "H", "H", "H", "H", "O", "S", "C", "C", "C", "C", "C", "C", "C", "C", "C", "C", "C", "C", "H", "H", "H", "H", "H", "H", "H", "H", "H", "H", "S", "C", "N", "C", "C", "N", "H", "H", "H", "H", "H", "H"], "coordinates": [[-0.311, 1.364, 1.329], [-2.387, 2.053, 1.219], [-2.983, 0.593, 0.398], [-4.102, 0.686, -0.231], [-4.720, -0.329, -0.791], [-4.626, -1.719, -0.523], [-4.456, -2.195, 0.775], [-4.456, -3.560, 0.998], [-4.634, -4.449, -0.057], [-4.827, -3.967, -1.341], [-4.823, -2.599, -1.580], [-2.264, -0.573, 0.470], [-1.111, -0.478, 0.931], [-0.441, -1.712, 1.134], [0.785, -1.701, 1.797], [1.453, -2.895, 2.015], [0.902, -4.091, 1.579], [-0.327, -4.094, 0.930], [-1.011, -2.913, 0.709], [-5.520, -0.042, -1.326], [-4.333, -1.507, 1.601], [-4.328, -3.936, 2.005], [-4.635, -5.516, 0.130], [-4.979, -4.651, -2.165], [-4.967, -2.216, -2.584], [1.209, -0.774, 2.143], [2.405, -2.890, 2.532], [1.425, -5.023, 1.751], [-0.763, -5.028, 0.598], [-1.974, -2.915, 0.213], [1.847, 0.871, 0.364], [1.277, 0.307, -0.928], [2.574, 0.295, -2.153], [3.620, 1.206, -2.111], [4.564, 1.181, -3.122], [4.451, 0.261, -4.158], [3.406, -0.650, -4.180], [2.463, -0.648, -3.161], [0.280, 1.624, -1.618], [0.530, 2.949, -1.287], [-0.291, 3.931, -1.816], [-1.341, 3.584, -2.658], [-1.573, 2.256, -2.982], [-0.760, 1.261, -2.459], [3.686, 1.918, -1.297], [5.390, 1.881, -3.109], [5.189, 0.250, -4.950], [3.331, -1.374, -4.980], [1.657, -1.374, -3.151], [1.331, 3.198, -0.608], [-0.120, 4.968, -1.557], [-1.988, 4.354, -3.058], [-2.396, 1.993, -3.634], [-0.948, 0.218, -2.689], [0.364, 3.363, 2.382], [1.805, 2.953, 3.198], [2.162, 3.574, 4.327], [3.368, 2.995, 4.916], [3.881, 2.105, 3.770], [2.738, 2.073, 2.860], [1.526, 4.189, 4.804], [3.120, 2.414, 5.805], [4.084, 3.767, 5.187], [4.145, 1.105, 4.107], [4.746, 2.549, 3.275], [2.683, 1.529, 2.010]]}

{"formula": "C28H27NO4", "method": "the ωB97M-V functional and the def2-TZVPD basis", "homo_energy_ev": -5.4, "lumo_ev": -1.912, "mol_weight_g_mol": 441.5, "relative_energy_kcal_mol": 126.8, "energy_ev": -39150.7517, "elements": ["C", "C", "C", "C", "O", "C", "C", "C", "C", "C", "C", "C", "C", "O", "C", "C", "C", "C", "C", "H", "H", "H", "H", "H", "H", "H", "H", "H", "H", "H", "H", "H", "H", "H", "C", "C", "O", "C", "C", "N", "C", "C", "C", "C", "C", "C", "C", "O", "H", "H", "H", "H", "H", "H", "H", "H", "H", "H", "H", "H"], "coordinates": [[1.707, -4.335, 5.719], [0.850, -3.062, 5.739], [0.136, -3.102, 4.420], [0.523, -4.301, 3.767], [1.425, -5.050, 4.457], [-0.068, -4.709, 2.560], [-1.051, -3.919, 2.023], [-1.408, -2.647, 2.583], [-2.345, -1.779, 1.967], [-3.000, -2.002, 0.722], [-4.360, -1.606, 0.550], [-5.029, -1.912, -0.618], [-4.326, -2.522, -1.686], [-5.085, -2.749, -2.792], [-6.449, -2.267, -2.491], [-6.453, -1.739, -1.052], [-2.963, -2.842, -1.584], [-2.323, -2.579, -0.399], [-0.816, -2.288, 3.840], [2.784, -4.119, 5.730], [1.470, -5.013, 6.549], [0.146, -3.094, 6.581], [1.476, -2.169, 5.863], [0.245, -5.648, 2.116], [-1.576, -4.271, 1.138], [-2.683, -0.926, 2.556], [-4.884, -1.093, 1.361], [-6.688, -1.480, -3.219], [-7.138, -3.109, -2.633], [-7.146, -2.327, -0.437], [-6.776, -0.692, -1.014], [-2.467, -3.298, -2.436], [-1.262, -2.812, -0.308], [-1.137, -1.379, 4.354], [2.587, -0.296, 3.389], [1.333, 0.496, 3.125], [0.945, 0.166, 1.762], [-0.288, 0.600, 1.430], [-0.598, 0.292, 0.026], [-1.549, 0.959, -0.518], [-2.197, 0.850, -1.636], [-3.146, 1.864, -2.010], [-4.018, 1.718, -3.116], [-4.962, 2.704, -3.391], [-5.017, 3.869, -2.609], [-4.143, 4.033, -1.523], [-3.222, 3.029, -1.217], [-1.073, 1.134, 2.200], [2.845, -0.268, 4.452], [2.461, -1.343, 3.085], [3.425, 0.130, 2.826], [0.518, 0.226, 3.816], [1.510, 1.582, 3.188], [0.087, -0.387, -0.510], [-2.049, -0.016, -2.295], [-3.931, 0.821, -3.732], [-5.663, 2.575, -4.220], [-5.742, 4.648, -2.846], [-4.182, 4.935, -0.909], [-2.549, 3.114, -0.362]]}

{"formula": "C28H28As2IrN4O2", "method": "the ωB97M-V functional and the def2-TZVPD basis", "homo_energy_ev": [-10.2, -10.2], "lumo_ev": [-4.011, -4.714], "mol_weight_g_mol": 794.6, "charge": 1, "energy_ev": -164057.4925, "elements": ["Ir", "O", "C", "N", "C", "C", "C", "C", "C", "C", "N", "C", "O", "C", "C", "C", "C", "C", "N", "C", "C", "C", "C", "C", "N", "H", "H", "H", "H", "H", "H", "H", "H", "H", "H", "H", "H", "C", "As", "C", "C", "C", "C", "C", "C", "C", "As", "C", "C", "H", "H", "H", "H", "H", "H", "H", "H", "H", "H", "H", "H", "H", "H", "H", "H"], "coordinates": [[1.344, 0.400, 0.931], [3.853, 1.480, -2.080], [3.121, 1.388, -1.127], [2.618, 0.230, -0.564], [3.016, -1.062, -0.851], [3.903, -1.464, -1.864], [4.244, -2.789, -1.975], [3.711, -3.754, -1.104], [2.836, -3.400, -0.110], [2.475, -2.049, 0.043], [1.656, -1.529, 1.021], [0.975, -2.239, 2.002], [0.952, -3.432, 2.146], [0.203, -1.323, 2.910], [-0.450, -1.836, 4.011], [-1.158, -0.985, 4.841], [-1.196, 0.361, 4.525], [-0.518, 0.802, 3.405], [0.180, -0.012, 2.608], [2.663, 2.602, -0.364], [3.159, 3.849, -0.691], [2.794, 4.946, 0.067], [1.942, 4.753, 1.141], [1.476, 3.479, 1.401], [1.810, 2.417, 0.660], [4.302, -0.724, -2.536], [4.938, -3.093, -2.748], [3.994, -4.792, -1.221], [2.418, -4.133, 0.559], [-0.386, -2.902, 4.188], [-1.674, -1.359, 5.716], [-1.741, 1.067, 5.136], [-0.540, 1.843, 3.115], [3.836, 3.917, -1.533], [3.170, 5.935, -0.165], [1.643, 5.575, 1.777], [0.804, 3.291, 2.226], [-2.147, 2.293, 0.536], [-0.851, 1.263, -0.501], [-0.193, 2.684, -1.666], [-2.071, 0.316, -1.736], [-2.765, 1.126, -2.638], [-3.579, 0.583, -3.619], [-3.711, -0.791, -3.714], [-3.082, -1.603, -2.784], [-2.281, -1.071, -1.775], [-1.598, -2.220, -0.357], [-2.279, -3.959, -0.931], [-3.039, -1.820, 0.924], [-2.905, 2.691, -0.135], [-1.634, 3.118, 1.031], [-2.627, 1.667, 1.287], [-0.993, 3.097, -2.267], [0.581, 2.295, -2.326], [0.226, 3.482, -1.055], [-2.689, 2.202, -2.580], [-4.099, 1.236, -4.308], [-4.321, -1.229, -4.494], [-3.228, -2.673, -2.838], [-2.048, -4.666, -0.137], [-1.766, -4.282, -1.835], [-3.356, -3.946, -1.096], [-4.010, -1.845, 0.430], [-2.887, -0.836, 1.370], [-3.019, -2.570, 1.716]]}